Record 1
Computed, not measured: a structure of composition C3H5CaO3 in a non-equilibrium geometry, with ωB97M-V with the def2-TZVPD basis set.

```
12
Properties=species:S:1:pos:R:3:forces:R:3:lowdin_charge:R:1
H -1.38933 -0.99462 0.12810 -0.17 -0.16 -0.31 0.15
O -1.06050 -0.08391 0.16949 -0.48 -0.04 1.03 -0.24
C 1.27785 -1.46916 -0.78941 1.45 -1.81 -1.62 -0.15
C -0.86947 0.47199 -1.14186 -0.25 -0.62 -1.73 -0.14
O 1.35881 -2.57968 -1.00939 -0.63 0.98 0.75 0.46
O 1.40112 -0.27946 -0.66508 -0.01 0.94 0.64 0.21
C 0.56978 0.85501 -1.30626 0.12 0.19 0.08 0.08
Ca -1.50620 1.00256 2.07858 -0.42 0.41 0.97 1.93
H -1.54817 1.31253 -1.31508 0.21 0.05 -0.01 0.17
H -1.10200 -0.28059 -1.90611 -0.34 -0.01 0.30 0.17
H 0.81988 1.74521 -0.72215 0.65 -0.35 -0.22 0.16
H 0.92682 0.86502 -2.33935 -0.14 0.41 0.12 0.18
```
Forces are in eV/Å.

- energy above the lowest of the compared OMol25 structures with the same formula, charge and spin (kcal per mole) = 3.0
- orbital gap (eV) = 11.8
- charge = +3
- E_LUMO (eV) = -14.077


Record 2
Computed, not measured: a structure of composition C3H5CaO4 in a non-equilibrium geometry, with ωB97M-V with the def2-TZVPD basis set.

```
13
Properties=species:S:1:pos:R:3:forces:R:3:lowdin_charge:R:1
H 0.46674 -0.01623 -1.04382 0.75 -2.70 0.15 0.15
C 1.07073 -0.61375 -0.23943 -1.16 2.67 -0.99 -0.37
C 0.14825 -0.33070 0.91823 -1.76 -0.56 1.67 -0.11
O 2.23276 0.11492 -0.24025 1.40 0.09 1.06 -0.68
H 1.31505 -1.69513 -0.17766 -0.77 0.35 -1.07 0.13
H 0.65584 -0.02935 1.84261 -0.07 0.66 -0.43 0.11
H -0.38340 -1.23563 1.24347 -0.04 0.09 -0.46 0.12
Ca 4.01279 0.47560 0.64874 0.07 0.15 -0.16 0.92
O -0.95232 0.69323 0.67107 1.57 -0.53 1.49 0.03
C -1.75941 0.40068 -0.31428 2.73 -1.13 -3.09 -0.66
O -1.74050 -0.64626 -0.94532 -1.42 0.16 1.29 0.08
O -2.17617 1.53740 -0.87192 -1.45 0.93 0.68 0.14
H -2.89037 1.34521 -1.49144 0.16 -0.19 -0.13 0.13
```
Forces are in eV/Å.

- energy above the lowest of the compared OMol25 structures with the same formula, charge and spin (kcal per mole) = 61.0
- orbital gap (alpha / beta) (eV) = 5.6 / 8.9
- ⟨S²⟩ = 0.750
- multiplicity = 2
- E_LUMO (alpha / beta) (eV) = 0.043 / -0.115